Below is the molecule C25H31N3O5, with properties calculated with ωB97M-V with the def2-TZVPD basis set.

Last column: natural (NBO) charge in e.
Cartesian coordinates (Å):
C  -2.698  -6.078  -0.366  -0.25
O  -2.674  -5.211  0.744  -0.49
C  -2.295  -3.923  0.560  0.32
C  -2.255  -3.130  1.711  -0.24
C  -1.888  -1.806  1.638  -0.21
C  -1.564  -1.247  0.407  0.19
N  -1.161  0.125  0.335  -0.43
C  -2.023  1.077  -0.082  0.36
C  -1.611  2.389  -0.154  -0.29
C  -0.299  2.719  0.275  -0.06
C  0.564  1.760  0.693  -0.24
C  1.897  2.106  1.297  0.68
O  1.952  2.673  2.373  -0.62
N  2.990  1.771  0.585  -0.43
C  3.003  1.086  -0.684  -0.23
C  3.639  -0.305  -0.514  -0.24
N  4.958  -0.250  0.091  -0.47
C  6.024  0.154  -0.813  -0.25
C  6.520  -1.086  -1.570  -0.06
O  6.881  -2.105  -0.679  -0.72
C  4.895  0.478  1.344  -0.22
C  4.304  1.886  1.183  -0.25
C  0.171  0.370  0.728  0.64
O  0.878  -0.569  1.048  -0.62
C  -2.495  3.460  -0.637  0.58
O  -2.130  4.612  -0.722  -0.55
C  -3.880  3.027  -1.067  -0.50
C  -4.412  1.823  -0.286  -0.03
C  -5.768  1.398  -0.852  -0.60
C  -4.571  2.181  1.193  -0.62
C  -3.414  0.668  -0.447  -0.46
C  -1.589  -2.025  -0.736  -0.20
C  -1.956  -3.358  -0.666  -0.31
H  -1.709  -6.172  -0.823  0.18
H  -3.007  -7.046  0.025  0.20
H  -3.420  -5.746  -1.119  0.18
H  -2.510  -3.585  2.654  0.23
H  -1.845  -1.199  2.529  0.23
H  -0.012  3.760  0.260  0.25
H  3.587  1.687  -1.393  0.19
H  1.988  0.990  -1.071  0.22
H  2.992  -0.894  0.142  0.24
H  3.706  -0.802  -1.483  0.20
H  5.727  0.927  -1.535  0.17
H  6.852  0.542  -0.215  0.20
H  5.738  -1.443  -2.258  0.15
H  7.409  -0.843  -2.157  0.18
H  6.193  -2.124  0.002  0.48
H  4.249  -0.092  2.019  0.21
H  5.894  0.535  1.780  0.20
H  4.942  2.499  0.536  0.19
H  4.190  2.376  2.150  0.25
H  -4.551  3.882  -0.975  0.24
H  -3.817  2.775  -2.131  0.23
H  -6.147  0.528  -0.320  0.21
H  -5.689  1.147  -1.907  0.21
H  -6.491  2.203  -0.747  0.22
H  -4.951  1.328  1.751  0.21
H  -3.622  2.483  1.629  0.22
H  -5.272  3.004  1.307  0.22
H  -3.723  -0.181  0.167  0.24
H  -3.418  0.331  -1.489  0.23
H  -1.313  -1.593  -1.687  0.22
H  -1.964  -3.944  -1.571  0.22

Computed properties:
Net charge ... 0
SMILES ... COc1ccc(-n2c3c(cc(C(=O)N4CCN(CCO)CC4)c2=O)C(=O)CC(C)(C)C3)cc1
2S+1 ... 1
F_max ... 0.809 eV/Å
E ... -1511.7477 hartree
LUMO level ... 0.31 eV

***

Below is a structure of composition C45H53BaN9O4S2, with properties calculated with ωB97M-V with the def2-TZVPD basis set.

Last column: Mulliken charge in e.
Cartesian coordinates (Å):
Ba  -0.938  -0.255  -0.912  1.52
N  2.501  -0.554  -0.315  0.32
C  3.029  -1.726  -0.866  0.40
C  4.362  -1.834  -1.183  -0.76
C  4.892  -3.012  -1.734  -0.84
C  4.090  -4.092  -1.964  -0.88
C  2.712  -4.014  -1.675  0.97
C  1.834  -5.095  -1.901  -0.72
C  0.507  -4.962  -1.607  -0.93
C  0.043  -3.733  -1.109  -0.29
N  0.825  -2.699  -0.879  0.19
C  2.159  -2.822  -1.136  -0.12
H  3.204  0.027  0.117  0.22
H  1.747  -0.743  0.326  -0.33
H  5.016  -0.991  -0.987  0.60
H  5.950  -3.058  -1.955  0.41
H  4.491  -5.013  -2.368  0.42
H  2.226  -6.019  -2.309  0.45
H  -0.189  -5.772  -1.777  0.53
H  -1.014  -3.596  -0.890  0.58
C  -2.803  -6.742  0.660  -1.00
O  -3.708  -5.838  0.041  -0.14
C  -5.011  -6.204  -0.010  1.24
C  -5.526  -7.346  0.587  -0.73
C  -6.881  -7.632  0.495  -0.73
C  -7.736  -6.795  -0.200  -0.79
C  -7.231  -5.661  -0.815  -0.31
C  -5.884  -5.356  -0.713  -0.25
N  -5.360  -4.207  -1.385  0.08
C  -4.618  -3.244  -0.878  -0.35
C  -4.451  -2.855  0.461  0.69
C  -5.309  -3.255  1.525  -0.45
C  -5.192  -2.711  2.768  -0.95
C  -4.206  -1.732  3.009  -0.67
C  -3.352  -1.336  2.018  -0.21
C  -3.413  -1.894  0.714  0.18
O  -2.555  -1.564  -0.193  -1.22
H  -3.056  -6.905  1.709  0.44
H  -1.825  -6.273  0.593  0.13
H  -2.778  -7.700  0.135  0.42
H  -4.877  -8.027  1.119  0.44
H  -7.264  -8.526  0.970  0.42
H  -8.791  -7.020  -0.263  0.41
H  -7.888  -4.996  -1.362  0.47
H  -5.493  -4.209  -2.387  0.31
H  -4.097  -2.642  -1.615  0.51
H  -6.093  -3.972  1.339  0.46
H  -5.866  -3.011  3.557  0.44
H  -4.142  -1.285  3.993  0.47
H  -2.595  -0.583  2.201  0.65
C  -2.937  3.132  1.663  -1.05
N  -2.347  3.864  0.552  0.21
C  -1.486  4.979  0.937  -1.20
C  -2.510  3.513  -0.731  0.41
S  -3.033  1.938  -1.202  -0.36
N  -2.338  4.446  -1.680  0.24
C  -2.561  5.870  -1.460  -1.21
C  -2.164  4.112  -3.087  -1.07
H  -3.375  3.852  2.357  0.37
H  -2.180  2.561  2.206  0.18
H  -3.708  2.460  1.305  0.44
H  -0.939  4.692  1.828  0.28
H  -2.053  5.880  1.183  0.33
H  -0.781  5.194  0.137  0.43
H  -3.043  6.055  -0.507  0.39
H  -3.231  6.232  -2.241  0.41
H  -1.629  6.436  -1.518  0.35
H  -1.734  3.125  -3.196  0.33
H  -1.487  4.843  -3.529  0.39
H  -3.122  4.142  -3.612  0.35
C  4.450  5.411  -3.531  -1.18
C  3.110  4.697  -3.685  -0.13
C  3.183  3.216  -3.320  -1.16
N  3.455  3.008  -1.901  0.14
C  2.518  2.902  -0.970  0.05
S  0.868  2.950  -1.284  0.10
N  2.879  2.714  0.354  0.19
C  4.053  2.309  1.004  0.30
O  3.921  1.640  2.010  -0.56
C  5.377  2.723  0.486  -0.19
C  6.412  1.790  0.502  -0.53
C  7.682  2.155  0.088  -0.78
C  7.934  3.463  -0.305  -0.51
C  6.915  4.405  -0.286  -0.58
C  5.636  4.041  0.105  0.19
H  4.373  6.444  -3.868  0.40
H  5.222  4.923  -4.129  0.32
H  4.780  5.425  -2.490  0.23
H  2.772  4.771  -4.721  0.40
H  2.353  5.174  -3.058  0.14
H  3.979  2.726  -3.881  0.48
H  2.240  2.727  -3.554  0.40
H  4.419  3.045  -1.606  0.14
H  2.068  2.543  0.930  -0.21
H  6.212  0.783  0.844  0.55
H  8.478  1.424  0.091  0.43
H  8.930  3.753  -0.611  0.42
H  7.120  5.432  -0.560  0.48
H  4.850  4.786  0.146  0.53
N  1.770  2.706  4.972  -0.32
C  0.672  2.469  4.234  -0.02
O  -0.224  3.274  4.061  -0.61
C  0.585  1.102  3.615  0.34
C  0.739  -0.064  4.352  -0.19
C  0.571  -1.283  3.715  -1.11
C  0.250  -1.295  2.371  -0.51
N  0.106  -0.181  1.645  0.48
C  0.274  0.989  2.262  -0.69
H  1.876  3.603  5.419  0.26
H  2.524  2.046  5.042  0.20
H  0.962  -0.022  5.411  0.61
H  0.678  -2.214  4.253  0.53
H  0.100  -2.231  1.844  0.36
H  0.136  1.879  1.651  0.71

Computed properties:
Net charge ... +2
2S+1 ... 1
F_max ... 3.126 eV/Å
E ... -3361.9473 hartree
LUMO level ... -5.02 eV

***

Below is a cluster of 10 separate species, C32H44F8O29P in total, with properties calculated with ωB97M-V with the def2-TZVPD basis set.

Last column: Mulliken charge in e.
Cartesian coordinates (Å):
C  0.211  -0.767  0.172  -0.61
C  -0.789  -1.189  -0.907  1.57
O  -0.365  -2.097  -1.836  -0.28
H  1.040  -0.240  -0.326  -0.06
H  0.655  -1.608  0.696  -0.57
H  -0.223  0.046  0.765  0.67
H  -1.025  -0.216  -1.423  -0.68
H  -1.766  -1.521  -0.480  -0.72
C  2.381  -3.549  -0.639  1.39
C  3.754  -2.916  -0.592  0.50
O  4.527  -3.856  0.112  -0.39
C  3.685  -4.645  0.841  0.48
O  4.047  -5.360  1.717  -0.57
O  2.418  -4.483  0.437  -0.27
F  3.741  -1.787  0.200  -0.25
H  2.135  -4.032  -1.580  -0.85
H  1.629  -2.789  -0.443  -0.72
H  4.192  -2.642  -1.546  0.34
C  -3.501  1.229  -0.929  0.69
C  -3.215  2.722  -0.827  0.30
O  -4.023  3.251  -1.843  -0.34
C  -5.119  2.429  -1.985  0.55
O  -6.104  2.714  -2.561  -0.51
O  -4.865  1.247  -1.387  -0.35
F  -1.905  2.963  -1.127  -0.30
H  -3.442  0.701  0.016  0.32
H  -2.957  0.754  -1.743  -0.70
H  -3.425  3.156  0.150  0.29
C  1.265  0.880  -3.321  0.27
C  2.253  -0.289  -3.324  1.39
O  3.406  0.330  -2.802  -0.36
C  3.333  1.677  -2.961  0.55
O  4.199  2.452  -2.736  -0.55
O  2.122  2.007  -3.462  -0.40
F  2.517  -0.771  -4.566  -0.39
H  0.752  0.919  -2.356  -0.29
H  0.475  0.802  -4.064  0.31
H  1.900  -1.044  -2.618  -0.55
C  3.927  -3.200  4.112  -0.25
C  4.593  -1.932  4.619  0.28
O  3.905  -0.925  3.907  -0.31
C  2.653  -1.399  3.655  0.56
O  1.762  -0.761  3.212  -0.43
O  2.595  -2.729  3.941  -0.18
F  5.919  -1.854  4.352  -0.31
H  4.012  -3.975  4.872  0.32
H  4.375  -3.569  3.189  0.03
H  4.486  -1.800  5.700  0.26
C  -4.655  -1.902  -0.918  0.78
C  -4.249  -3.269  -0.402  0.81
O  -4.927  -4.158  -1.230  -0.40
C  -5.849  -3.488  -1.980  0.56
O  -6.591  -4.000  -2.746  -0.54
O  -5.816  -2.165  -1.704  -0.41
F  -4.726  -3.441  0.882  -0.37
H  -3.927  -1.485  -1.618  -0.81
H  -4.789  -1.194  -0.107  0.37
H  -3.171  -3.403  -0.335  0.11
C  -2.752  -2.224  -4.283  0.00
C  -1.742  -1.173  -4.697  1.26
O  -2.363  0.017  -4.286  -0.31
C  -3.716  -0.167  -4.365  0.57
O  -4.533  0.689  -4.380  -0.57
O  -3.991  -1.489  -4.400  -0.37
F  -1.617  -1.193  -6.061  -0.42
H  -2.641  -2.537  -3.246  -0.15
H  -2.734  -3.086  -4.941  0.51
H  -0.786  -1.284  -4.186  -0.49
C  -0.559  -3.331  4.224  -0.25
C  -0.676  -2.826  2.786  0.41
O  -1.992  -3.173  2.438  -0.22
C  -2.409  -4.200  3.255  0.45
O  -3.380  -4.842  3.060  -0.49
O  -1.511  -4.397  4.229  -0.38
F  0.161  -3.512  1.958  -0.25
H  -0.835  -2.563  4.947  0.23
H  0.424  -3.723  4.453  0.23
H  -0.531  -1.756  2.687  0.24
C  1.127  -3.835  -4.294  -0.02
C  0.160  -4.885  -3.769  0.75
O  0.815  -6.092  -4.136  -0.40
C  2.145  -5.853  -4.259  0.59
O  2.981  -6.681  -4.375  -0.53
O  2.386  -4.517  -4.196  -0.39
F  -0.993  -4.839  -4.511  -0.32
H  1.115  -2.944  -3.667  -0.36
H  0.953  -3.557  -5.333  0.50
H  -0.083  -4.862  -2.711  0.23
C  1.238  3.260  0.081  -0.79
C  1.307  4.579  0.823  -0.38
O  1.894  4.329  2.111  0.01
P  1.865  5.490  3.181  0.62
O  2.621  5.233  4.399  -0.79
O  2.327  6.725  2.292  -0.33
C  2.422  8.017  2.913  -0.29
C  1.441  8.978  2.293  -0.99
O  0.307  5.745  3.400  -0.19
C  -0.240  5.884  4.712  -0.33
C  -1.278  6.984  4.739  -1.08
H  0.950  3.442  -0.955  0.38
H  2.239  2.820  0.093  0.34
H  0.566  2.539  0.540  0.13
H  1.797  5.343  0.223  0.30
H  0.281  4.927  0.989  0.30
H  2.201  7.919  3.986  0.27
H  3.470  8.313  2.909  0.40
H  1.463  8.865  1.206  0.28
H  0.437  8.805  2.672  0.14
H  1.682  10.028  2.464  0.39
H  -0.741  4.951  4.991  0.33
H  0.531  6.028  5.468  0.36
H  -0.843  7.966  4.544  0.24
H  -2.131  6.755  4.105  0.27
H  -1.667  7.079  5.758  0.40

Computed properties:
Net charge ... -1
2S+1 ... 1
F_max ... 1.805 eV/Å
E ... -4568.3132 hartree
LUMO level ... 1.76 eV

***

Look up the E of the third one. -4568.3132 hartree